12
Properties=species:S:1:pos:R:3:forces:R:3:nbo_charge:R:1 method="wB97M-V/def2-TZVPD" e_above_lowest_kcal_mol=77.7 e_tot_ha=-356.73354 lumo_ev=0.682
O -2.52258 0.51561 -0.07017 0.0026 0.3966 0.0254 -0.651
H -2.56266 1.46620 -0.23131 -0.0374 0.0505 -0.0315 0.503
H 2.18928 1.67944 0.05867 -0.1013 -0.1674 -0.2891 0.390
C 0.59391 -1.22464 0.21514 -1.6933 -0.1379 -1.1553 -0.442
N -0.19273 0.96741 -0.16705 0.0892 -0.0545 0.1769 -0.569
H -0.00493 -1.72220 -0.67474 3.5073 -0.8158 -0.4816 0.299
H 2.90980 0.16846 0.12321 -0.1682 -0.0714 -0.0667 0.391
C 0.89396 0.14585 -0.06792 -0.2576 0.1185 -0.4427 0.356
H -1.47195 -1.79961 0.68381 -0.3057 0.0894 -0.1907 0.429
C -1.23375 0.17786 0.01746 -0.0535 -0.2220 0.6363 0.656
N -0.90404 -1.06774 0.29531 -0.7204 1.0723 1.5016 -0.571
N 2.14168 0.71240 -0.24253 -0.2618 -0.2583 0.3173 -0.789